No. 1
Here is C33H26N6O2ReS3 as an isolated structure in a non-equilibrium geometry from the Open Molecules 2025 dataset. Energies are from the ωB97M-V functional and the def2-TZVPD basis.

```
71
Properties=species:S:1:pos:R:3:forces:R:3:mulliken_charge:R:1
Re 0.363 -0.229 0.197 -1.360 -0.624 2.129 -1.266
C -3.948 0.883 0.000 0.126 -0.038 -0.014 -1.155
C -2.777 0.207 0.381 -0.301 0.044 -0.006 0.172
N -1.660 0.307 -0.311 0.262 0.037 -0.155 0.553
C -1.632 1.087 -1.438 -0.128 0.142 -0.137 1.609
C -2.743 1.836 -1.860 0.196 -0.090 -0.027 0.519
C -3.926 1.703 -1.100 -0.047 -0.016 0.077 -0.708
C -2.599 2.645 -3.015 -0.014 -0.048 0.085 -0.902
C -1.405 2.679 -3.680 -0.048 0.049 -0.031 -1.002
C -0.297 1.910 -3.261 -0.059 -0.087 0.152 -0.570
C -0.414 1.105 -2.158 -0.264 0.004 -0.099 -0.587
N 0.567 0.221 -1.642 0.542 0.563 -1.218 1.087
C 1.017 -0.859 -2.457 0.004 -0.103 -0.065 -0.290
C 1.593 -0.777 -3.697 -0.013 -0.096 0.204 -0.634
C 1.882 -1.966 -4.403 0.018 0.033 -0.041 -0.985
C 1.580 -3.197 -3.892 -0.032 -0.071 0.144 -0.878
C 0.971 -3.308 -2.617 0.010 0.265 -0.091 0.869
C 0.533 -4.509 -2.024 -0.011 -0.069 0.080 -0.848
C -0.109 -4.483 -0.812 0.009 0.087 0.099 -0.918
C -0.267 -3.266 -0.140 -0.099 -0.374 -0.061 0.239
N 0.143 -2.127 -0.666 0.206 0.312 0.065 0.225
C 0.726 -2.126 -1.904 0.083 -0.031 -0.432 0.879
H -4.843 0.759 0.591 -0.010 0.001 0.008 0.490
H -2.747 -0.411 1.272 -0.069 0.091 -0.085 0.372
H -4.813 2.250 -1.393 -0.017 0.009 -0.005 0.520
H -3.440 3.231 -3.359 -0.030 0.023 -0.020 0.481
H -1.295 3.303 -4.555 -0.023 0.018 -0.018 0.463
H 0.627 1.967 -3.815 0.039 -0.014 -0.007 0.505
H 1.831 0.177 -4.142 0.026 0.016 0.004 0.484
H 2.345 -1.887 -5.377 0.007 -0.012 -0.012 0.450
H 1.793 -4.094 -4.455 -0.002 -0.033 -0.026 0.463
H 0.698 -5.448 -2.537 -0.003 -0.032 -0.020 0.506
H -0.462 -5.389 -0.343 -0.010 -0.009 -0.005 0.494
H -0.701 -3.214 0.848 0.004 -0.042 -0.022 0.248
N -1.887 3.476 4.926 0.008 -0.027 -0.009 -0.433
C -1.315 3.392 3.934 -0.159 0.032 0.299 -0.261
C -0.613 3.264 2.698 0.156 -0.104 -0.308 -0.179
C -0.162 4.373 1.986 -0.016 -0.081 -0.004 -0.341
C 0.475 4.159 0.778 0.012 -0.170 -0.057 -1.204
C 0.667 2.862 0.334 0.088 0.146 -0.113 -0.351
N 0.263 1.790 1.039 -0.067 -0.047 -0.261 0.229
C -0.392 1.994 2.185 0.113 0.468 0.065 0.028
H -0.323 5.372 2.369 -0.002 0.013 0.016 0.563
H 0.830 4.984 0.178 0.007 0.004 -0.021 0.511
H 1.167 2.649 -0.599 -0.031 0.087 0.058 0.803
H -0.756 1.130 2.706 -0.180 0.015 0.153 0.763
C 0.536 -0.611 4.040 0.188 0.031 0.234 -1.105
S -0.866 -1.087 3.009 0.200 0.329 -0.307 0.389
C -1.239 -2.702 3.700 0.069 -0.303 -0.241 -1.107
H 0.199 -0.111 4.945 -0.064 -0.038 0.020 0.478
H 1.196 0.053 3.486 -0.015 0.037 -0.050 0.283
H 1.104 -1.502 4.293 -0.008 -0.043 -0.030 0.408
H -0.333 -3.303 3.739 0.020 0.004 -0.025 0.282
H -1.966 -3.189 3.053 -0.062 0.018 0.029 0.380
H -1.670 -2.585 4.692 0.019 0.090 -0.009 0.447
O 2.893 -3.113 0.113 0.054 -0.021 -0.314 -0.625
S 2.591 -2.318 1.261 -0.543 -0.011 -0.394 1.011
O 1.446 -2.730 2.027 0.475 -0.338 0.693 -0.502
N 2.231 -0.714 0.843 0.282 -0.404 -0.273 0.726
C 3.344 0.078 0.940 0.295 -0.295 0.552 0.741
S 3.461 1.570 0.344 0.309 0.650 -0.319 -0.399
C 4.411 -0.612 1.716 0.143 0.340 -0.121 0.038
C 5.646 -0.100 2.094 -0.143 -0.011 -0.014 -0.820
C 6.513 -0.925 2.797 -0.039 0.064 -0.041 -0.627
C 6.172 -2.239 3.103 -0.072 -0.059 -0.035 -0.642
C 4.946 -2.766 2.712 0.060 0.072 0.080 -0.735
C 4.091 -1.912 2.043 -0.120 -0.322 0.288 0.495
H 5.908 0.918 1.844 0.025 0.007 -0.017 0.473
H 7.476 -0.543 3.106 0.022 0.015 0.004 0.435
H 6.874 -2.862 3.638 -0.003 -0.019 0.018 0.442
H 4.680 -3.791 2.923 -0.014 -0.035 0.005 0.520
```
Forces are in eV/Å.

Orbital gap (alpha / beta): 7.31 / 6.34 eV
⟨S²⟩: 3.776
Total charge: +2
LUMO level (alpha / beta): -6.1 / -7.4 eV
Highest occupied orbital energy (alpha / beta): -13.382 / -13.785 eV
Spin multiplicity: 4
Energy relative to the best compared isomer or geometry (same formula, charge and spin): 10.5 kcal/mol

***

No. 2
Here is C33H27AgN9O3 as an isolated structure in a non-equilibrium geometry from the Open Molecules 2025 dataset. Energies are from the ωB97M-V functional and the def2-TZVPD basis.

```
73
Properties=species:S:1:pos:R:3:forces:R:3:mulliken_charge:R:1
Ag -0.873 1.345 0.825 0.129 -0.094 -0.324 0.499
C 0.770 3.416 -2.536 0.223 0.155 0.253 -0.497
O -0.290 3.574 -3.446 -0.430 0.106 0.116 -0.517
C -1.438 2.826 -3.241 -0.022 -0.071 -0.465 0.286
C -2.151 2.577 -4.392 0.178 0.071 0.190 -0.534
C -3.356 1.880 -4.364 -0.144 -0.045 -0.283 -0.587
C -3.807 1.393 -3.165 -0.009 -0.043 0.137 -0.868
C -3.113 1.611 -1.967 0.515 0.191 -0.646 0.735
C -3.641 0.990 -0.794 -0.194 -0.383 1.295 -0.720
N -3.110 0.991 0.383 0.336 0.170 -0.788 0.629
N -3.798 0.385 1.375 -1.221 -0.411 0.337 -0.552
C -3.100 -0.106 2.373 0.347 0.366 -1.023 -0.131
O -1.839 -0.215 2.455 -0.025 -0.375 0.358 -0.874
C -3.956 -0.622 3.474 -0.143 -0.150 0.398 0.586
C -3.401 -1.423 4.467 0.146 0.126 -0.230 -0.295
C -4.189 -1.954 5.470 -0.128 -0.076 0.248 -0.689
C -5.547 -1.681 5.503 -0.023 -0.108 0.171 -0.314
C -6.106 -0.859 4.534 -0.127 -0.038 0.141 -0.680
C -5.318 -0.330 3.532 0.086 -0.006 -0.049 -0.305
C -1.914 2.406 -1.949 -0.003 0.278 0.169 0.656
O -1.332 2.766 -0.873 -0.045 0.451 -0.570 -0.956
H 1.592 4.013 -2.934 0.076 -0.056 -0.061 0.335
H 1.073 2.368 -2.467 0.035 0.015 -0.020 0.094
H 0.494 3.769 -1.542 0.118 -0.121 -0.033 0.182
H -1.749 2.953 -5.323 0.048 0.047 -0.077 0.404
H -3.909 1.724 -5.280 -0.056 -0.060 -0.038 0.355
H -4.724 0.818 -3.130 -0.105 -0.062 0.043 0.298
H -4.577 0.436 -0.930 -0.071 0.026 0.103 0.239
H -2.343 -1.641 4.415 0.105 -0.013 -0.074 0.447
H -3.746 -2.589 6.227 0.002 -0.046 0.030 0.374
H -6.165 -2.113 6.280 -0.039 0.020 0.027 0.361
H -7.166 -0.639 4.568 -0.029 0.027 -0.026 0.373
H -5.726 0.303 2.760 -0.053 0.028 -0.074 0.462
N 1.283 0.165 4.401 -0.209 0.146 -0.095 -0.009
C 2.313 -0.465 3.753 0.228 -0.225 -0.103 -0.984
C 2.221 -0.078 2.447 0.236 -0.228 0.427 -0.144
N 1.176 0.765 2.284 -0.252 0.268 0.298 0.015
C 0.615 0.900 3.466 0.746 -0.571 -0.267 0.446
C -0.533 1.727 3.668 -0.860 1.022 0.208 0.115
N -0.867 2.678 2.813 0.697 -0.161 0.666 -0.538
C -2.008 3.233 3.298 -0.261 -0.097 0.262 -0.486
C -2.378 2.606 4.451 -0.178 0.275 0.039 -0.473
N -1.414 1.669 4.708 0.445 -0.143 -0.197 0.001
H 1.078 0.075 5.381 -0.083 0.107 -0.078 0.187
H 2.988 -1.125 4.263 0.069 -0.072 0.062 0.399
H 2.837 -0.363 1.617 0.164 -0.131 -0.077 0.369
H -2.489 4.043 2.788 -0.153 0.066 -0.099 0.449
H -3.210 2.748 5.109 -0.208 0.003 0.096 0.454
H -1.530 0.893 5.340 -0.017 0.013 -0.140 0.305
N 5.097 -1.635 -2.592 -0.606 0.161 0.159 0.049
C 5.739 -2.521 -3.410 -0.353 -0.510 -0.426 0.637
C 7.073 -2.774 -3.660 0.311 -0.073 -0.062 -0.968
C 7.363 -3.778 -4.570 0.150 0.260 0.204 -0.411
C 6.354 -4.496 -5.208 -0.163 -0.244 -0.159 -0.435
C 5.018 -4.254 -4.957 0.026 0.110 0.095 -0.768
C 4.699 -3.256 -4.040 0.999 0.177 0.156 0.547
N 3.490 -2.819 -3.600 -0.708 0.677 0.603 -0.649
C 3.737 -1.850 -2.741 1.115 -1.089 -1.014 -0.086
C 2.741 -1.089 -2.053 -1.489 1.094 0.994 1.076
C 1.379 -1.414 -2.183 1.071 -0.140 -0.213 -0.783
C 0.437 -0.651 -1.533 -0.282 0.451 0.254 -0.723
N 0.738 0.396 -0.760 0.479 -0.417 -0.300 0.580
C 2.026 0.714 -0.641 -0.446 0.159 0.089 -1.457
C 3.048 0.020 -1.246 0.161 -0.694 -0.632 -0.026
H 5.527 -0.948 -1.997 -0.039 -0.049 -0.028 0.158
H 7.858 -2.218 -3.165 0.064 0.018 -0.001 0.373
H 8.395 -4.009 -4.791 0.070 -0.001 -0.011 0.373
H 6.629 -5.270 -5.910 0.013 -0.041 -0.058 0.368
H 4.234 -4.810 -5.447 -0.078 -0.075 -0.055 0.440
H 1.108 -2.253 -2.803 -0.133 -0.063 -0.053 0.510
H -0.619 -0.857 -1.644 -0.081 -0.066 0.047 0.510
H 2.234 1.579 -0.028 0.028 0.086 0.127 0.550
H 4.068 0.354 -1.115 0.053 0.077 0.047 0.235
```
Forces are in eV/Å.

Orbital gap: 4.83 eV
Total charge: -1
LUMO level: 1.7 eV
Highest occupied orbital energy: -3.094 eV
Energy relative to the best compared isomer or geometry (same formula, charge and spin): 6.5 kcal/mol

***

No. 3
Here is C33H27ClIrP as an isolated structure in a non-equilibrium geometry from the Open Molecules 2025 dataset. Energies are from the ωB97M-V functional and the def2-TZVPD basis.

```
63
Properties=species:S:1:pos:R:3:forces:R:3:mulliken_charge:R:1
C -0.966 -0.748 3.729 -0.151 -0.035 0.124 -0.918
C 0.113 -0.197 2.932 0.563 0.517 -0.068 -0.159
C -0.155 1.197 2.732 0.590 -0.209 1.083 0.051
H 0.993 -0.708 2.535 -0.459 0.026 0.296 0.341
C -1.385 1.524 3.406 0.049 -0.153 0.168 -1.071
C -1.895 0.316 4.017 0.479 0.430 1.000 -0.372
H -2.731 0.240 4.714 0.222 0.079 -0.490 0.447
H -1.067 -1.774 4.063 0.128 0.186 0.013 0.417
H 0.509 1.856 2.165 -0.572 -0.186 0.230 0.449
H -1.857 2.503 3.444 0.166 -0.343 -0.019 0.347
Ir -1.801 -0.077 1.902 0.691 -0.010 -1.034 0.304
Cl -1.664 1.317 -0.084 0.145 0.206 -0.723 -0.493
P 1.576 0.853 -0.799 -1.411 -0.404 1.515 0.886
C 1.914 2.509 -0.221 0.401 0.420 0.389 0.223
C 3.261 2.880 -0.044 -0.400 0.097 -0.094 -0.301
H 4.036 2.115 -0.088 -0.054 0.361 -0.219 0.419
C 3.564 4.213 0.206 0.189 0.077 0.106 -0.621
H 4.605 4.500 0.303 -0.071 0.033 -0.004 0.412
C 2.560 5.175 0.330 0.061 -0.351 -0.093 -0.470
H 2.821 6.222 0.463 -0.046 -0.233 0.063 0.390
C 1.224 4.775 0.302 0.310 0.137 0.044 -0.694
H 0.439 5.504 0.467 0.027 -0.115 0.017 0.431
C 0.896 3.453 0.064 0.068 -0.631 -0.455 -0.090
H -0.140 3.120 0.106 0.184 0.057 -0.252 0.234
C 2.784 -0.362 -0.302 -0.394 -0.328 0.257 0.495
C 3.389 -0.279 0.976 -0.017 0.112 -0.527 -0.502
H 3.058 0.474 1.694 0.219 -0.072 -0.272 0.576
C 4.395 -1.174 1.304 -0.051 -0.056 0.053 -0.791
H 4.875 -1.099 2.272 -0.007 -0.004 -0.042 0.426
C 4.781 -2.171 0.409 -0.148 0.164 -0.218 -0.471
H 5.614 -2.830 0.646 -0.200 0.107 -0.014 0.394
C 4.070 -2.344 -0.780 -0.064 -0.170 0.103 -0.680
H 4.329 -3.153 -1.456 -0.100 0.020 0.160 0.410
C 3.015 -1.503 -1.106 0.101 0.530 0.202 -0.391
H 2.352 -1.720 -1.943 0.441 0.236 -0.061 0.415
C 0.982 0.717 -2.450 -0.189 0.264 -0.895 0.570
C 1.619 1.559 -3.378 -0.265 -0.543 0.138 -0.756
H 2.324 2.307 -3.013 -0.034 -0.227 -0.322 0.388
C 1.323 1.400 -4.723 -0.034 0.137 -0.254 -0.554
H 1.854 2.004 -5.450 -0.109 -0.018 -0.016 0.388
C 0.362 0.478 -5.144 0.156 0.054 0.351 -0.534
H 0.160 0.354 -6.206 0.006 0.058 0.213 0.378
C -0.348 -0.272 -4.203 0.075 0.054 -0.212 -0.527
H -1.128 -0.955 -4.531 0.110 0.147 0.112 0.445
C -0.058 -0.153 -2.853 0.605 0.316 0.484 -0.197
H -0.633 -0.685 -2.098 0.122 -0.039 -0.124 0.382
C -6.159 -2.118 0.671 -0.227 1.381 0.388 -0.512
C -5.604 -0.867 0.986 -1.123 -1.268 -0.176 -0.978
C -4.248 -0.692 0.816 0.307 0.511 0.009 -0.423
C -3.412 -1.735 0.461 -1.097 -1.376 -0.517 1.467
C -2.040 -1.570 0.650 -0.296 1.512 0.563 -0.237
C -1.145 -2.475 0.102 0.091 -3.011 -1.008 -0.123
C -1.641 -3.750 -0.245 2.465 1.164 0.111 -0.735
C -2.997 -4.057 -0.227 -1.097 -0.124 0.278 -0.745
C -3.933 -3.033 0.098 -1.553 0.902 0.582 0.330
C -5.351 -3.168 0.214 0.739 -0.691 -0.415 -0.816
H -7.240 -2.236 0.793 0.409 -0.196 -0.128 0.342
H -6.193 -0.042 1.367 -0.238 -0.132 -0.061 0.381
H -3.767 0.262 1.062 -0.562 0.063 -0.331 0.386
H -0.124 -2.157 -0.042 0.403 -0.397 -0.017 0.568
H -0.936 -4.523 -0.541 -0.041 0.110 -0.143 0.372
H -3.342 -5.075 -0.449 0.124 0.516 0.001 0.366
H -5.837 -4.125 -0.024 0.361 0.339 0.151 0.332
```
Forces are in eV/Å.

Orbital gap (alpha / beta): 3.16 / 3.95 eV
⟨S²⟩: 6.050
LUMO level (alpha / beta): -0.3 / -2.6 eV
Highest occupied orbital energy (alpha / beta): -3.449 / -6.596 eV
Spin multiplicity: 5

***

No. 4
Here is C33H27N6O4Pb as an isolated structure from the Open Molecules 2025 dataset. Energies are from the ωB97M-V functional and the def2-TZVPD basis.

```
71
Properties=species:S:1:pos:R:3:forces:R:3:mulliken_charge:R:1
Pb 0.571 -0.007 -1.486 -0.244 -0.182 0.112 1.206
O -1.420 -7.994 -3.574 0.012 -0.037 0.020 -0.414
C -1.857 -7.033 -4.375 0.031 0.015 -0.088 0.568
O -2.352 -7.252 -5.442 -0.053 0.006 0.063 -0.429
C -1.794 -5.593 -3.928 0.021 -0.052 -0.027 0.611
C -1.852 -5.195 -2.579 -0.068 0.090 0.107 -0.712
C -1.866 -3.865 -2.267 -0.041 -0.045 -0.019 -0.566
C -1.865 -2.888 -3.314 -0.016 0.064 0.111 0.305
C -1.776 -3.296 -4.673 0.084 -0.081 -0.050 -0.113
C -1.771 -4.625 -4.970 0.035 0.119 -0.020 -0.773
N -1.909 -1.578 -2.973 0.100 -0.076 -0.220 -0.199
C -2.657 -0.700 -3.523 -0.068 0.084 0.094 -0.609
C -2.537 0.746 -3.330 0.032 -0.101 -0.009 0.798
C -3.501 1.542 -3.928 0.002 0.005 -0.022 -0.720
C -3.443 2.923 -3.763 -0.003 0.005 -0.009 -0.358
C -2.424 3.441 -2.995 -0.031 0.000 -0.015 -1.213
C -1.494 2.569 -2.426 -0.073 -0.073 -0.003 -0.275
N -1.529 1.250 -2.587 0.052 0.143 0.014 0.055
H -0.931 -7.683 -2.802 0.010 0.013 -0.003 0.324
H -1.909 -5.931 -1.788 0.004 -0.011 -0.006 0.398
H -1.913 -3.519 -1.243 0.000 -0.037 0.021 0.540
H -1.727 -2.545 -5.450 -0.018 -0.017 -0.017 0.585
H -1.760 -4.979 -5.992 -0.006 -0.007 -0.003 0.502
H -3.494 -1.024 -4.146 -0.009 0.031 0.001 0.556
H -4.290 1.089 -4.514 -0.009 -0.003 0.008 0.389
H -4.182 3.564 -4.222 -0.002 0.003 0.005 0.486
H -2.338 4.504 -2.819 0.014 0.003 -0.005 0.429
H -0.712 2.955 -1.785 -0.026 0.016 0.020 0.900
O 0.298 1.877 -0.115 0.054 0.022 -0.138 -0.853
C 0.375 1.289 1.003 0.099 0.103 0.062 0.400
N 0.336 1.893 2.207 -0.005 0.006 -0.035 0.017
C 0.401 0.892 3.253 -0.018 0.312 -0.034 2.258
C 0.562 -0.397 2.393 0.041 -0.289 0.163 0.231
O 0.696 -1.501 2.853 -0.023 0.039 -0.061 -0.632
N 0.528 -0.039 1.069 0.042 -0.032 -0.107 -0.421
C 1.455 1.121 4.310 0.021 -0.232 -0.001 0.006
C 1.801 0.044 5.183 0.144 0.090 0.003 -0.094
C 2.691 0.248 6.217 -0.145 -0.115 -0.159 -0.919
C 3.239 1.508 6.406 0.039 0.175 -0.019 -0.414
C 2.911 2.576 5.541 0.021 0.010 0.013 -0.713
C 2.023 2.394 4.515 0.019 0.049 0.125 -0.345
C -0.758 0.912 4.241 -0.100 -0.090 0.080 0.333
C -1.226 -0.276 4.850 -0.030 0.023 -0.105 -0.284
C -2.245 -0.220 5.776 0.049 0.008 -0.039 -0.916
C -2.794 1.009 6.135 0.022 0.112 -0.022 -0.408
C -2.327 2.194 5.552 -0.082 -0.064 0.083 -0.810
C -1.312 2.150 4.629 0.079 0.002 -0.020 -0.484
H 0.128 2.871 2.312 -0.028 -0.009 0.000 0.300
H 1.395 -0.937 4.992 -0.038 -0.022 0.011 0.322
H 2.959 -0.573 6.868 0.012 0.008 0.009 0.463
H 3.936 1.685 7.215 -0.005 -0.023 0.015 0.448
H 3.373 3.542 5.696 0.002 0.002 -0.007 0.458
H 1.791 3.219 3.856 -0.015 -0.014 -0.009 0.363
H -0.810 -1.227 4.552 0.027 -0.011 0.017 0.490
H -2.614 -1.131 6.227 -0.007 -0.003 -0.003 0.459
H -3.584 1.051 6.873 -0.001 0.003 0.000 0.442
H -2.761 3.143 5.836 -0.005 -0.002 0.008 0.449
H -0.949 3.078 4.205 0.009 -0.007 0.001 0.231
N 2.127 3.008 -3.184 -0.059 0.006 -0.086 -0.292
C 3.039 2.029 -2.986 0.058 -0.050 0.053 0.787
C 4.371 2.196 -3.411 -0.074 0.020 0.009 -0.905
C 5.277 1.195 -3.191 -0.019 -0.027 0.016 -0.231
C 4.870 0.015 -2.549 -0.024 0.004 0.000 -0.935
C 3.562 -0.082 -2.176 0.093 0.020 -0.081 0.027
N 2.642 0.894 -2.386 0.089 0.065 0.130 -0.056
H 2.402 3.878 -3.605 -0.010 0.003 0.018 0.214
H 1.200 2.937 -2.813 0.030 0.042 0.038 0.108
H 4.656 3.117 -3.901 0.014 -0.001 -0.002 0.369
H 6.302 1.318 -3.512 0.005 -0.008 0.000 0.430
H 5.559 -0.794 -2.358 0.001 -0.005 0.004 0.431
H 3.207 -0.986 -1.686 -0.014 0.001 0.012 0.408
```
Forces are in eV/Å.

Orbital gap (alpha / beta): 4.14 / 4.94 eV
Total charge: +3
LUMO level (alpha / beta): -11.5 / -10.7 eV
Highest occupied orbital energy (alpha / beta): -15.609 / -15.609 eV
Energy relative to the best compared isomer or geometry (same formula, charge and spin): 16.7 kcal/mol